1.
The following is a DFT calculation (ωB97M-V with the def2-TZVPD basis set) of C5H9NO2 as an isolated structure in a non-equilibrium geometry.

Structure (XYZ):
```
17
Properties=species:S:1:pos:R:3:forces:R:3:mulliken_charge:R:1
C 0.8093 0.8105 1.0647 2.809 0.564 -0.104 -1.015
C 0.3108 0.1901 -0.3662 -0.690 1.591 2.939 0.802
C -1.2967 0.4152 -0.1977 -1.612 -0.234 1.671 -0.274
C -2.0763 0.1603 1.0305 2.562 -1.811 -1.968 -0.543
C 0.4253 -1.3125 -0.2342 -1.308 -4.898 0.759 0.133
H 0.2440 1.7584 1.0543 0.246 -0.592 0.720 0.385
H 0.6037 0.0732 2.0280 0.776 2.164 -2.846 0.234
H 2.0869 1.3158 0.9451 -3.754 -2.186 0.557 0.268
H 1.7524 1.2980 -1.3886 3.473 0.136 0.241 0.271
H 0.5964 0.6694 -2.3662 0.603 0.735 0.479 0.319
H -1.5094 0.9227 -1.2692 -0.702 -0.969 3.031 0.260
H -3.2251 0.3196 1.1632 2.470 -0.045 -0.581 0.299
H -1.4903 -0.7503 2.1063 -1.756 3.164 -3.788 0.117
H 1.0945 -2.8928 -1.4017 -0.072 0.996 -0.491 0.358
N 0.8145 1.1937 -1.4955 -5.100 -4.121 1.051 -0.630
O 1.0597 -1.9387 -1.6813 -2.161 0.540 5.739 -0.515
O -0.2000 -2.2326 1.0083 4.217 4.966 -7.408 -0.468
```
Positions in Å, forces in eV/Å.

Output
Lowest unoccupied orbital energy in eV: -0.96
HOMO-LUMO gap in Eh: 0.315
Multiplicity: 1
Energy above the lowest of the compared OMol25 structures with the same formula, charge and spin in kcal per mole: 269.2
Charge: 0

2.
The following is a DFT calculation (ωB97M-V with the def2-TZVPD basis set) of a 2-piece molecular cluster, C5H9NO2 overall in a non-equilibrium geometry.

Structure (XYZ):
```
17
Properties=species:S:1:pos:R:3:forces:R:3:mulliken_charge:R:1
C -1.1927 -1.1655 1.4596 0.617 0.305 0.246 -0.983
C -0.4088 -1.5462 0.2431 -1.427 -0.663 -1.142 0.315
O 0.6477 -2.1222 0.1873 -0.002 0.218 0.333 -0.526
H -0.9821 -1.3028 -0.7103 0.572 -0.414 0.711 0.337
H -0.5503 -1.1622 2.3377 -0.120 -0.128 0.140 0.296
H -1.6154 -0.1729 1.3086 -0.018 0.026 -0.015 0.263
H -2.0316 -1.8506 1.5775 0.035 -0.161 -0.003 0.382
C 0.0359 0.8939 -0.8589 2.154 1.307 -0.238 0.361
C 1.3567 0.5813 -0.1352 -0.702 0.895 -0.725 0.121
C -0.0593 0.7341 -2.1854 -0.393 -0.194 0.748 -0.875
O -0.7515 1.7246 -0.1442 -0.250 -0.291 0.124 -0.601
N 1.5322 1.1701 0.9732 -0.380 -0.542 0.072 -0.696
H -0.2538 1.8995 0.6851 -0.084 -0.036 -0.142 0.415
H 2.4211 0.9887 1.4313 0.080 0.062 -0.307 0.261
H 2.1121 0.0664 -0.7319 -0.137 -0.338 0.328 0.367
H -0.8564 1.2058 -2.7335 -0.180 0.004 -0.103 0.284
H 0.5961 0.0582 -2.7040 0.234 -0.050 -0.027 0.278
```
Positions in Å, forces in eV/Å.

Output
Lowest unoccupied orbital energy in eV: 0.46
HOMO-LUMO gap in Eh: 0.351
SMILES: [H]/N=C/C(=C)O.CC=O
Multiplicity: 1
Energy above the lowest of the compared OMol25 structures with the same formula, charge and spin in kcal per mole: 53.6
Charge: 0

3.
The following is a DFT calculation (ωB97M-V with the def2-TZVPD basis set) of a 2-piece molecular cluster, C5H9NO2 overall in a non-equilibrium geometry.

Structure (XYZ):
```
17
Properties=species:S:1:pos:R:3:forces:R:3:mulliken_charge:R:1
C -1.4297 -0.7395 -0.4451 -0.070 0.059 -0.188 -1.395
C -0.3855 -0.8710 0.6725 -0.438 0.056 -0.008 0.783
C 0.4533 -2.0721 0.5005 0.653 -0.472 -0.421 -0.009
N 1.1022 -3.0124 0.3213 -0.634 0.886 0.270 -0.437
C 0.4590 0.3853 0.9057 2.851 1.342 -0.042 -0.587
C -0.2277 1.7107 1.0322 -2.257 0.260 -0.731 -0.111
O -0.3295 2.5347 0.1346 0.712 -1.057 1.155 -0.446
H -1.9991 -1.6697 -0.5598 0.156 0.221 0.076 0.416
H -2.1288 0.0652 -0.1826 0.144 -0.190 -0.114 0.386
H -0.9662 -0.4966 -1.4079 0.005 -0.060 0.235 0.285
H -0.9302 -1.0413 1.6146 0.067 0.036 -0.178 0.189
H 1.0481 0.2265 1.8245 -0.409 0.022 0.064 0.396
H 1.2841 0.7274 0.2115 -0.953 -1.547 -0.179 0.174
H -0.8214 1.8371 1.9610 0.246 0.385 0.066 0.357
O 1.4555 0.5373 -2.4307 -0.933 1.499 0.659 -0.646
H 1.0577 1.3808 -2.0511 0.865 -1.544 -0.679 0.339
H 2.3583 0.4976 -2.1011 -0.004 0.105 0.014 0.309
```
Positions in Å, forces in eV/Å.

Output
Lowest unoccupied orbital energy in eV: 0.31
HOMO-LUMO gap in Eh: 0.402
SMILES: C[C@@H](C#N)CC=O.O
Multiplicity: 1
Energy above the lowest of the compared OMol25 structures with the same formula, charge and spin in kcal per mole: 38.2
Charge: 0

4.
The following is a DFT calculation (ωB97M-V with the def2-TZVPD basis set) of C5H9NO2 in the gas phase in a non-equilibrium geometry.

Structure (XYZ):
```
17
Properties=species:S:1:pos:R:3:forces:R:3:mulliken_charge:R:1
C 0.6739 1.8793 -0.0298 -0.305 -0.172 0.469 -1.050
C 0.2510 -1.1870 -0.0351 0.551 0.428 1.303 0.362
C -0.1458 -0.3120 -1.0812 -1.180 1.134 0.057 0.494
N -1.2391 -0.3998 1.7607 0.219 0.684 0.025 -0.423
C -0.0141 -0.8161 1.2636 0.144 -1.869 -0.534 -0.617
C -0.2839 1.0207 -0.7994 0.461 -0.481 -1.544 -0.587
O 1.0196 -2.3168 -0.2950 0.192 0.315 0.070 -0.551
O -0.5504 -0.8231 -2.2971 -0.093 0.049 0.219 -0.528
H 1.5770 -2.1440 -1.0641 0.097 0.020 0.081 0.358
H -0.7106 -1.7709 -2.1976 -0.065 0.078 0.046 0.357
H -1.8413 0.0358 1.0769 0.012 0.077 0.071 0.312
H -1.1969 0.1060 2.6337 -0.042 0.068 -0.115 0.218
H 0.6390 -1.2037 2.0412 -0.054 -0.283 -0.021 0.367
H -0.9470 1.5839 -1.4514 0.111 -0.075 -0.295 0.362
H 0.1477 2.5049 0.6958 0.116 0.002 0.157 0.259
H 1.4243 1.2802 0.4840 -0.053 0.046 0.092 0.336
H 1.1966 2.5624 -0.7052 -0.111 -0.020 -0.082 0.331
```
Positions in Å, forces in eV/Å.

Output
Lowest unoccupied orbital energy in eV: 0.77
HOMO-LUMO gap in Eh: 0.296
SMILES: C/C=C(O)\C(O)=C/N
Multiplicity: 1
Energy above the lowest of the compared OMol25 structures with the same formula, charge and spin in kcal per mole: 61.7
Charge: 0

5.
The following is a DFT calculation (ωB97M-V with the def2-TZVPD basis set) of C5H9NO2 in the gas phase.

Structure (XYZ):
```
17
Properties=species:S:1:pos:R:3:forces:R:3:mulliken_charge:R:1
O -2.1008 -0.7712 -1.7823 -0.092 -0.093 -0.002 -0.625
C -1.0247 -0.2578 -1.5538 -0.245 -0.103 -0.039 0.702
N -0.2983 -0.6075 -0.4525 0.609 -0.113 0.081 -0.147
C 1.0088 -0.1201 -0.0844 0.255 0.091 0.357 -0.809
C 0.9594 0.8525 1.1228 -0.581 0.337 -0.458 -0.342
C 1.2628 0.0921 2.3819 0.262 0.370 -0.369 -0.079
O 0.4815 -0.0813 3.2724 0.052 -0.164 0.239 -0.455
C -0.4412 0.7892 -2.4781 -0.257 0.279 0.551 -1.152
H -0.6160 -1.3828 0.1078 -0.509 0.055 -0.253 0.231
H 1.6257 -0.9820 0.1973 0.027 0.050 -0.142 0.439
H 1.5122 0.3386 -0.9284 -0.104 0.063 -0.077 0.311
H 1.6405 1.6941 0.9721 0.312 -0.234 0.176 0.326
H -0.0416 1.2942 1.1824 0.121 -0.179 0.088 0.296
H 2.2944 -0.3368 2.3836 -0.207 -0.092 0.282 0.334
H -0.3094 1.7361 -1.9479 -0.212 0.045 0.014 0.325
H 0.5591 0.5160 -2.7750 0.204 -0.227 -0.546 0.349
H -1.1385 0.9247 -3.3080 0.366 -0.086 0.099 0.296
```
Positions in Å, forces in eV/Å.

Output
Lowest unoccupied orbital energy in eV: 0.66
HOMO-LUMO gap in Eh: 0.383
SMILES: CC(=O)NCCC=O
Multiplicity: 1
Energy above the lowest of the compared OMol25 structures with the same formula, charge and spin in kcal per mole: 16.5
Charge: 0

6.
The following is a DFT calculation (ωB97M-V with the def2-TZVPD basis set) of C5H9NO2 in the gas phase in a non-equilibrium geometry.

Structure (XYZ):
```
17
Properties=species:S:1:pos:R:3:forces:R:3:mulliken_charge:R:1
C 1.2087 0.0321 -0.0624 0.943 -3.642 -4.568 -0.172
C 0.3697 -1.2602 -0.1394 1.551 -2.729 4.405 -0.903
C -1.6008 -0.6582 0.7468 -7.253 -0.250 1.828 -0.431
C -1.0784 0.4657 0.0740 -0.604 2.907 -4.046 -0.047
C 0.3750 0.9785 0.5023 -1.998 4.077 3.089 0.485
H 0.4570 -0.3243 -1.9365 3.278 3.463 1.945 0.433
H 2.2703 -0.0764 0.1645 -0.223 -0.005 0.842 0.442
H 0.2514 -1.7358 0.9819 1.276 0.451 -2.738 0.234
H 0.9486 -1.9303 -0.7863 -0.611 -0.162 0.036 0.447
H -1.1563 -0.8556 1.7166 -0.176 -0.554 -0.098 0.275
H -2.8106 -0.7873 0.6368 2.944 0.254 1.046 0.197
H -1.7234 0.9888 -0.8745 1.910 -0.419 3.677 0.219
H 0.8334 0.8757 1.6194 -2.499 1.040 -1.489 0.192
H 1.0090 2.5031 -0.7736 -0.042 -0.937 0.051 0.314
N -1.0330 -0.9711 -0.4773 3.603 0.226 -0.465 -0.479
O 1.1885 0.3841 -1.4227 -2.039 -2.698 -5.121 -0.630
O 0.4909 2.3711 0.0302 -0.059 -1.023 1.606 -0.576
```
Positions in Å, forces in eV/Å.

Output
Lowest unoccupied orbital energy in eV: 0.90
HOMO-LUMO gap in Eh: 0.402
SMILES: O[C@@H]1[C@H](O)CN2C[C@@H]12
Multiplicity: 1
Energy above the lowest of the compared OMol25 structures with the same formula, charge and spin in kcal per mole: 144.3
Charge: 0

Number 1: E -400.747751 a.u.. Number 2: E -401.091309 a.u.. Number 3: E -401.115816 a.u.. Number 4: E -401.078503 a.u.. Number 5: E -401.150446 a.u.. Number 6: E -400.946858 a.u..